(1)
DFT (ωB97M-V with the def2-TZVPD basis set) results for C47H33IrN7O3S3 as an isolated structure.

Calculated values
Largest force on an atom ... 0.01387 Eh/bohr
Energy relative to the best compared isomer or geometry (same formula, charge and spin) ... 0.0 kcal/mol
LUMO energy (alpha / beta) ... -6.0391 / -8.0064 eV
⟨S²⟩ ... 8.821
Multiplicity ... 6
Charge ... +2

The geometry in XYZ format:
```
94
Properties=species:S:1:pos:R:3:mulliken_spin:R:1
Ir 0.347 0.208 0.069 2.046
C 4.249 -2.047 0.717 -0.005
O 3.783 -3.324 1.150 0.080
C 2.508 -3.711 1.091 0.208
C 2.286 -5.057 1.295 -0.127
C 1.001 -5.580 1.238 0.179
C -0.096 -4.761 0.975 -0.034
C 0.057 -3.404 0.783 0.052
C -1.142 -2.633 0.567 -0.066
N -1.234 -1.369 0.340 0.172
N -2.517 -0.935 0.145 0.019
C -2.607 0.376 0.242 0.046
O -1.632 1.152 0.528 0.122
C -3.937 0.984 -0.038 0.018
C -5.042 0.197 -0.351 0.005
C -6.257 0.795 -0.646 -0.001
C -6.379 2.179 -0.628 0.005
C -5.282 2.968 -0.306 -0.002
C -4.066 2.370 -0.011 0.015
C 1.382 -2.815 0.860 0.174
O 1.574 -1.573 0.756 0.480
H 5.332 -2.125 0.725 -0.002
H 3.929 -1.260 1.396 0.005
H 3.901 -1.824 -0.291 0.002
H 3.145 -5.687 1.485 0.001
H 0.855 -6.640 1.395 0.006
H -1.089 -5.189 0.926 0.004
H -2.083 -3.178 0.609 0.005
H -4.940 -0.879 -0.348 0.000
H -7.118 0.183 -0.884 0.000
H -7.330 2.642 -0.857 0.000
H -5.384 4.045 -0.271 0.000
H -3.205 2.967 0.266 -0.007
S -2.185 -2.443 -6.297 0.000
C -3.841 -2.814 -6.147 0.001
C -4.314 -2.537 -4.902 0.000
C -3.310 -2.009 -4.052 0.000
C -2.091 -1.894 -4.666 0.001
C -0.840 -1.391 -4.095 0.002
C -0.803 -0.999 -2.742 -0.017
N 0.273 -0.521 -2.152 0.194
C 1.420 -0.392 -2.852 0.033
C 1.499 -0.777 -4.194 0.000
C 2.752 -0.651 -4.890 -0.002
C 3.846 -0.172 -4.266 0.004
C 3.790 0.240 -2.888 -0.008
C 4.908 0.726 -2.199 0.004
C 4.813 1.104 -0.875 -0.015
C 3.541 1.001 -0.282 -0.031
N 2.476 0.544 -0.903 0.168
C 2.581 0.146 -2.191 -0.015
C 5.955 1.581 -0.087 0.001
C 6.001 1.866 1.252 -0.001
C 7.281 2.288 1.692 0.000
C 8.188 2.318 0.678 -0.001
S 7.501 1.833 -0.803 0.000
C 0.339 -1.277 -4.804 -0.006
H -4.379 -3.221 -6.988 0.000
H -5.338 -2.706 -4.602 0.000
H -3.495 -1.731 -3.022 0.002
H -1.687 -1.086 -2.119 0.004
H 2.800 -0.961 -5.927 0.000
H 4.789 -0.091 -4.791 0.000
H 5.858 0.788 -2.719 0.000
H 3.402 1.300 0.750 0.008
H 5.152 1.768 1.917 0.000
H 7.520 2.550 2.713 0.000
H 9.229 2.596 0.723 0.000
H 0.384 -1.578 -5.845 0.000
N -0.263 4.677 -0.385 0.188
C -0.927 5.104 -1.526 0.118
C -1.298 6.440 -1.661 -0.039
C -1.975 6.841 -2.792 0.070
C -2.298 5.925 -3.805 0.030
C -1.935 4.605 -3.686 -0.001
C -1.245 4.186 -2.542 0.118
S -0.807 2.537 -2.377 0.437
N 0.074 2.460 -1.023 0.269
C 0.241 3.447 -0.189 -0.005
C 0.979 3.199 1.087 -0.010
C 1.598 4.230 1.775 -0.004
C 2.183 3.959 3.005 0.003
C 2.122 2.671 3.501 -0.002
C 1.518 1.688 2.726 0.018
N 0.971 1.941 1.541 0.089
H -0.180 5.350 0.366 -0.009
H -1.055 7.152 -0.882 -0.001
H -2.261 7.879 -2.896 0.003
H -2.837 6.255 -4.682 0.002
H -2.182 3.889 -4.461 -0.002
H 1.666 5.229 1.359 -0.001
H 2.672 4.747 3.562 0.000
H 2.540 2.421 4.466 0.001
H 1.471 0.659 3.059 0.000
```

---

(2)
DFT (ωB97M-V with the def2-TZVPD basis set) results for C47H34CaF10N5O6PS3 as an isolated structure at a distorted geometry.

Calculated values
Largest force on an atom ... 0.05566 Eh/bohr
LUMO energy ... 3.8907 eV
Multiplicity ... 1
Charge ... -2

The geometry in XYZ format:
```
107
Properties=species:S:1:pos:R:3:lowdin_charge:R:1
Ca -1.251 -0.421 -1.050 1.305
C -4.353 -1.034 -1.296 -0.265
N -3.655 0.250 -1.278 -0.216
C -3.385 0.739 -2.636 -0.200
C -2.410 1.922 -2.655 -0.233
N -1.213 1.649 -1.867 -0.110
C -0.350 2.646 -1.673 -0.211
C 0.771 2.433 -0.827 -0.166
F 0.909 1.200 -0.250 -0.032
C 1.761 3.347 -0.569 -0.179
F 2.804 3.008 0.214 0.065
C 1.724 4.604 -1.142 -0.169
F 2.703 5.511 -0.920 0.070
C 0.658 4.883 -1.974 -0.165
F 0.599 6.090 -2.573 0.084
C -0.332 3.956 -2.229 -0.128
F -1.289 4.362 -3.106 0.051
C -4.421 1.212 -0.468 -0.175
C -4.090 1.193 1.023 -0.239
N -3.000 2.113 1.260 0.050
C -2.683 2.466 2.479 -0.251
C -3.258 2.079 3.739 -0.152
F -4.280 1.175 3.778 0.038
C -2.832 2.557 4.962 -0.193
F -3.450 2.132 6.095 0.059
C -1.781 3.446 5.073 -0.198
F -1.379 3.928 6.284 0.039
C -1.166 3.845 3.890 -0.186
F -0.130 4.711 3.963 0.071
C -1.589 3.383 2.673 -0.175
F -0.925 3.811 1.580 0.070
H -5.213 -1.002 -1.983 0.129
H -4.710 -1.238 -0.285 0.119
H -2.913 -2.243 -0.991 0.031
H -4.317 1.044 -3.140 0.122
H -2.954 -0.088 -3.201 0.091
H -2.923 2.812 -2.277 0.102
H -2.158 2.119 -3.706 0.109
H -5.498 1.035 -0.627 0.112
H -4.193 2.216 -0.818 0.101
H -3.829 0.167 1.321 0.106
H -5.006 1.460 1.570 0.105
O -3.440 -2.744 1.452 0.034
C -2.264 -2.398 1.357 -0.584
O -1.795 -1.632 0.457 -0.318
C -1.278 -3.027 2.349 -0.093
C -1.823 -3.983 3.204 -0.018
C -1.032 -4.746 4.046 -0.080
C 0.346 -4.582 4.034 -0.094
C 0.905 -3.615 3.220 -0.121
C 0.108 -2.819 2.396 -0.404
S 0.966 -1.515 1.547 1.054
H -2.895 -4.115 3.160 0.112
H -1.489 -5.478 4.702 0.095
H 0.979 -5.184 4.675 0.095
H 1.975 -3.450 3.226 0.089
O -3.526 -2.087 -1.736 -0.089
S -0.813 -2.784 -2.832 0.772
O -1.097 -1.321 -3.113 -0.682
O -0.244 -2.909 -1.450 -0.538
C 0.717 -2.945 -3.833 -0.328
C 0.897 -4.005 -4.705 -0.094
C 2.079 -4.116 -5.424 -0.103
C 3.074 -3.160 -5.263 -0.093
C 2.890 -2.104 -4.381 -0.082
C 1.709 -1.985 -3.652 -0.341
P 1.484 -0.599 -2.426 1.130
C 1.724 0.801 -3.598 -0.326
C 0.771 0.844 -4.624 -0.093
C 0.691 1.929 -5.481 -0.086
C 1.558 3.005 -5.335 -0.099
C 2.506 2.976 -4.326 -0.093
C 2.583 1.889 -3.464 -0.087
C 3.034 -0.940 -1.469 -0.336
C 3.973 -0.043 -0.967 -0.082
C 4.993 -0.471 -0.122 -0.090
C 5.092 -1.801 0.248 -0.109
C 4.145 -2.705 -0.221 -0.098
C 3.130 -2.279 -1.058 -0.131
H 0.110 -4.744 -4.821 0.099
H 2.227 -4.941 -6.110 0.091
H 4.000 -3.241 -5.820 0.093
H 3.672 -1.365 -4.247 0.112
H 0.065 0.027 -4.720 0.094
H -0.069 1.946 -6.253 0.098
H 1.481 3.865 -5.989 0.095
H 3.177 3.815 -4.184 0.103
H 3.315 1.927 -2.674 0.078
H 3.912 1.011 -1.181 0.072
H 5.702 0.255 0.259 0.099
H 5.884 -2.128 0.911 0.091
H 4.185 -3.744 0.085 0.099
H 2.374 -2.985 -1.387 0.097
S 1.681 1.206 2.705 0.923
C 1.132 -0.021 3.990 -0.659
N 0.219 0.394 4.967 0.095
C 0.242 -0.050 6.247 -0.098
C 1.202 -0.884 6.699 -0.111
C 2.186 -1.340 5.754 -0.097
C 2.158 -0.958 4.466 -0.105
H -0.613 0.833 4.573 0.125
H -0.548 0.336 6.877 0.126
H 1.219 -1.202 7.730 0.081
H 2.968 -2.010 6.091 0.099
H 2.894 -1.279 3.743 0.088
O -0.818 0.091 2.663 -0.140
N 0.420 -0.190 2.676 -0.725
```

---

(3)
DFT (ωB97M-V with the def2-TZVPD basis set) results for C47H34Cl4N2O6P2Ru as an isolated structure.

Calculated values
Largest force on an atom ... 0.01198 Eh/bohr
LUMO energy (alpha / beta) ... 2.1829 / 2.1412 eV
⟨S²⟩ ... 8.762
Multiplicity ... 6
Charge ... -1

The geometry in XYZ format:
```
96
Properties=species:S:1:pos:R:3:mulliken_spin:R:1
Ru 0.741 0.429 0.148 3.778
O 1.574 -1.656 3.859 0.017
C 1.422 -0.757 3.042 -0.003
O 1.644 -0.859 1.781 0.110
C 0.895 0.614 3.526 -0.014
P 1.225 1.818 2.206 0.295
C 0.252 3.314 2.507 -0.020
C -0.914 3.297 3.269 0.030
C -1.712 4.428 3.355 -0.015
C -1.352 5.585 2.681 0.023
C -0.196 5.604 1.911 -0.011
C 0.598 4.474 1.815 0.036
C 2.950 2.325 2.429 -0.043
C 3.912 1.767 1.591 0.016
C 5.247 2.115 1.738 -0.001
C 5.625 3.020 2.717 0.003
C 4.670 3.577 3.559 0.000
C 3.338 3.229 3.416 -0.004
H 1.309 0.864 4.503 0.002
H -0.188 0.507 3.602 -0.002
H -1.213 2.399 3.789 0.005
H -2.622 4.396 3.938 -0.001
H -1.975 6.467 2.745 0.002
H 0.080 6.499 1.369 -0.001
H 1.472 4.480 1.175 0.009
H 3.616 1.056 0.830 -0.007
H 5.986 1.682 1.078 0.000
H 6.666 3.296 2.825 0.000
H 4.966 4.285 4.323 0.000
H 2.590 3.676 4.062 0.002
O -1.225 0.368 1.286 0.096
C -2.424 0.801 1.100 0.053
C -3.337 0.823 2.189 0.020
C -4.616 1.308 2.065 -0.004
C -5.078 1.801 0.843 0.009
C -4.227 1.756 -0.243 -0.004
C -2.932 1.245 -0.154 -0.016
C -2.137 1.092 -1.364 0.013
N -0.831 0.935 -1.459 0.105
C -0.526 0.822 -2.789 0.012
C -1.666 0.908 -3.521 0.005
N -2.682 1.087 -2.610 0.004
H -2.974 0.440 3.135 0.001
H -5.267 1.315 2.932 0.000
H -6.071 2.216 0.748 0.001
H -4.577 2.149 -1.192 0.000
H 0.490 0.682 -3.118 0.011
H -1.845 0.867 -4.579 0.000
H -3.666 1.100 -2.804 -0.002
Cl 4.818 4.676 -3.741 0.002
C 4.097 3.277 -3.016 0.008
C 4.519 2.006 -3.386 0.001
Cl 5.763 1.814 -4.579 0.001
C 3.938 0.888 -2.792 0.026
Cl 4.447 -0.718 -3.206 0.001
C 2.935 1.011 -1.828 -0.053
O 2.376 0.001 -1.215 0.172
C 2.477 2.312 -1.476 0.055
O 1.507 2.384 -0.606 0.186
C 3.088 3.423 -2.066 0.035
Cl 2.535 4.987 -1.566 0.002
O 0.265 -1.626 -0.690 0.068
P -0.519 -2.863 -0.947 -0.011
C 0.248 -3.705 -2.349 0.008
C -0.227 -4.897 -2.889 -0.002
C 0.416 -5.473 -3.970 0.001
C 1.538 -4.860 -4.515 0.000
C 2.018 -3.677 -3.975 0.001
C 1.377 -3.095 -2.890 0.001
C -0.581 -3.976 0.457 0.001
C -1.481 -5.040 0.506 0.001
C -1.503 -5.870 1.612 0.000
C -0.645 -5.623 2.680 0.000
C 0.233 -4.553 2.639 -0.001
C 0.276 -3.730 1.520 -0.005
C -2.239 -2.528 -1.380 -0.001
C -2.680 -2.474 -2.698 0.001
C -3.989 -2.110 -2.976 0.000
C -4.853 -1.778 -1.943 0.001
C -4.413 -1.814 -0.627 -0.002
C -3.112 -2.195 -0.347 0.001
H -1.101 -5.380 -2.468 0.000
H 0.044 -6.399 -4.390 0.000
H 2.041 -5.311 -5.360 0.000
H 2.893 -3.196 -4.392 0.000
H 1.751 -2.174 -2.453 -0.004
H -2.180 -5.207 -0.304 0.000
H -2.200 -6.697 1.653 0.000
H -0.679 -6.263 3.553 0.000
H 0.877 -4.313 3.473 0.000
H 0.950 -2.878 1.507 -0.002
H -2.003 -2.715 -3.508 0.000
H -4.331 -2.080 -4.004 0.000
H -5.871 -1.482 -2.161 0.000
H -5.070 -1.519 0.181 0.000
H -2.765 -2.209 0.679 0.002
```

---

(4)
DFT (ωB97M-V with the def2-TZVPD basis set) results for C47H37AlN3OP2S as an isolated structure.

Calculated values
Largest force on an atom ... 0.00860 Eh/bohr
LUMO energy ... -8.4476 eV
Multiplicity ... 1
Charge ... +3

The geometry in XYZ format:
```
92
Properties=species:S:1:pos:R:3:lowdin_charge:R:1
Al -0.196 -0.033 0.107 0.366
O 2.433 0.829 2.032 -0.357
S 1.201 1.354 1.448 0.885
C 0.118 1.986 2.694 -0.368
C 0.695 2.482 3.854 -0.055
C -0.130 2.897 4.888 -0.007
C -1.508 2.804 4.753 -0.003
C -2.075 2.297 3.591 -0.028
C -1.268 1.872 2.538 -0.323
P -2.001 1.283 0.982 1.074
C -3.469 0.290 1.219 -0.361
C -4.646 0.856 1.720 -0.074
C -5.774 0.070 1.880 -0.026
C -5.744 -1.275 1.528 -0.021
C -4.590 -1.837 0.999 -0.039
C -3.458 -1.053 0.843 -0.109
C -2.421 2.750 0.039 -0.338
C -1.709 3.937 0.225 -0.070
C -2.047 5.061 -0.510 -0.038
C -3.096 5.006 -1.420 -0.031
C -3.806 3.826 -1.602 -0.049
C -3.469 2.692 -0.881 -0.079
C 1.544 2.695 0.339 -0.348
C 2.058 3.877 0.854 -0.027
C 2.514 4.856 -0.015 -0.001
C 2.485 4.636 -1.387 0.000
C 1.980 3.450 -1.900 -0.047
C 1.481 2.467 -1.045 -0.319
P 0.792 0.959 -1.784 1.056
C 2.065 0.233 -2.805 -0.361
C 1.780 -0.186 -4.103 -0.057
C 2.794 -0.743 -4.870 -0.034
C 4.069 -0.885 -4.341 -0.025
C 4.349 -0.472 -3.042 -0.038
C 3.349 0.089 -2.267 -0.085
C -0.700 1.274 -2.738 -0.383
C -0.931 2.444 -3.459 -0.051
C -2.057 2.540 -4.263 -0.038
C -2.945 1.476 -4.357 -0.030
C -2.725 0.310 -3.636 -0.041
C -1.604 0.213 -2.827 -0.128
H 1.773 2.498 3.964 0.133
H 0.305 3.272 5.805 0.135
H -2.152 3.118 5.564 0.132
H -3.151 2.224 3.520 0.108
H -4.698 1.912 1.954 0.117
H -6.683 0.509 2.268 0.128
H -6.631 -1.882 1.651 0.128
H -4.577 -2.876 0.700 0.123
H -2.574 -1.508 0.403 0.072
H -0.917 4.002 0.961 0.101
H -1.511 5.988 -0.356 0.121
H -3.374 5.892 -1.975 0.125
H -4.635 3.794 -2.297 0.125
H -4.033 1.778 -1.020 0.116
H 2.121 4.030 1.925 0.128
H 2.917 5.779 0.378 0.134
H 2.871 5.389 -2.061 0.134
H 1.998 3.280 -2.969 0.126
H 0.788 -0.073 -4.521 0.112
H 2.588 -1.060 -5.883 0.125
H 4.855 -1.315 -4.947 0.127
H 5.347 -0.578 -2.641 0.124
H 3.577 0.432 -1.263 0.117
H -0.248 3.280 -3.396 0.107
H -2.236 3.445 -4.828 0.128
H -3.812 1.554 -5.001 0.128
H -3.412 -0.522 -3.715 0.125
H -1.414 -0.735 -2.317 0.099
C 1.576 -3.706 0.413 0.018
C 1.224 -2.433 0.050 -0.059
N 0.252 -1.755 0.721 -0.029
C -0.345 -2.330 1.783 -0.046
C -0.016 -3.602 2.226 -0.163
C 0.936 -4.303 1.495 0.069
C -0.689 -4.191 3.402 -0.017
C -0.791 -3.660 4.623 0.005
C -0.176 -2.422 5.146 -0.253
C -0.380 -2.060 6.469 0.022
C 0.241 -0.900 6.913 -0.084
N 1.027 -0.172 6.125 0.105
C 1.190 -0.627 4.889 -0.192
N 0.615 -1.689 4.345 0.138
H 2.343 -4.228 -0.141 0.136
H 1.698 -1.925 -0.782 0.111
H -1.096 -1.749 2.303 0.126
H 1.198 -5.313 1.787 0.148
H -1.121 -5.173 3.238 0.129
H -1.340 -4.236 5.359 0.124
H -0.995 -2.653 7.130 0.125
H 0.109 -0.551 7.931 0.125
H 1.872 -0.076 4.251 0.093
```